1.
A molecular structure, C2H4F6N3O14S6Sr, computed with ωB97M-V/def2-TZVPD.

Structure (ORCA input):
```
! RIJCOSX wB97M-V def2-TZVPD def2/J DEFGRID3
* xyz -3 1
Sr -0.159 0.044 0.311
O 0.840 -1.709 1.988
C 1.233 -2.919 1.381
C 2.758 -3.332 1.280
O 3.601 -3.065 2.349
H 0.727 -2.946 0.394
H 0.740 -3.770 1.893
H 3.144 -2.821 0.372
H 2.823 -4.397 0.978
N 0.561 2.414 0.265
S 0.645 3.736 -0.596
O 1.897 4.088 -1.199
O -0.334 4.744 -0.297
F -0.065 3.081 -1.924
S 1.228 3.142 1.600
O 0.346 3.898 2.458
O 2.590 3.640 1.494
F 1.495 1.801 2.413
N -2.412 0.537 0.895
S -3.106 1.752 1.851
O -3.565 1.290 3.131
O -3.567 2.953 1.242
F -1.603 2.202 2.280
S -3.733 0.204 0.198
O -4.185 1.059 -0.865
O -4.795 -0.378 0.972
F -2.997 -0.942 -0.655
N 0.333 -1.042 -1.867
S -0.150 -2.536 -2.592
O 0.758 -3.615 -2.343
O -0.811 -2.403 -3.856
F -1.323 -2.806 -1.525
S 1.460 -0.789 -2.881
O 0.997 -0.289 -4.160
O 2.723 -1.448 -2.783
F 1.906 0.624 -2.202
*
```

Computed properties:
* energy relative to the best compared isomer or geometry (same formula, charge and spin): 0.535 eV
* frontier orbital gap: 3.39 eV
* electronic energy: -117421.3994 eV
* LUMO: 0.22351 Eh

Here are the Mulliken charges for atoms 1 to 2, given in e: 2.67 -0.85

=====

2.
A molecular structure, C45H60AuN3O4PS, computed with ωB97M-V/def2-TZVPD.

Structure (ORCA input):
```
! RIJCOSX wB97M-V def2-TZVPD def2/J DEFGRID3
* xyz 3 1
Au -0.147 -0.452 -0.391
C -4.377 0.449 -1.077
O -3.511 1.642 -1.209
C -2.315 1.258 -0.919
N -2.133 0.041 -0.513
C -3.453 -0.661 -0.510
C -3.463 -1.924 -1.323
C -4.025 -3.077 -0.791
C -4.089 -4.236 -1.558
C -3.582 -4.244 -2.850
C -3.018 -3.089 -3.385
C -2.965 -1.931 -2.625
C -1.149 2.146 -1.063
C -1.097 3.499 -1.323
C 0.162 4.096 -1.412
C 1.323 3.338 -1.255
C 1.183 1.990 -0.995
N -0.028 1.445 -0.908
C 2.218 0.950 -0.846
N 1.855 -0.290 -0.742
C 3.071 -1.149 -0.679
C 4.191 -0.071 -0.780
O 3.475 1.225 -0.881
C 3.201 -2.058 0.517
C 2.509 -1.879 1.705
C 2.705 -2.772 2.754
C 3.594 -3.829 2.625
C 4.299 -3.999 1.440
C 4.099 -3.118 0.388
H -4.748 0.220 -2.072
H -5.198 0.716 -0.420
H -3.703 -0.884 0.527
H -4.439 -3.068 0.212
H -4.558 -5.125 -1.153
H -3.653 -5.139 -3.454
H -2.644 -3.088 -4.401
H -2.552 -1.026 -3.064
H -2.011 4.062 -1.463
H 0.239 5.157 -1.611
H 2.310 3.776 -1.333
H 3.064 -1.766 -1.578
H 4.795 -0.158 -1.677
H 4.821 -0.025 0.103
H 1.824 -1.049 1.843
H 2.163 -2.632 3.681
H 3.752 -4.513 3.449
H 5.004 -4.813 1.335
H 4.649 -3.258 -0.538
O 0.165 0.594 1.859
P 0.235 1.678 2.948
C 0.059 0.921 4.587
C 0.836 -0.423 4.702
C 1.908 -0.396 5.792
C 1.330 -0.037 7.166
C 0.221 1.028 7.074
C 0.329 1.847 5.788
C 1.798 2.586 2.689
C 2.977 1.593 2.648
C 4.279 2.322 2.317
C 4.622 3.403 3.366
C 3.457 3.673 4.317
C 2.129 3.825 3.573
C -1.174 2.804 2.651
C -2.457 1.958 2.493
C -3.661 2.858 2.226
C -3.931 3.805 3.416
C -2.734 3.881 4.368
C -1.418 4.013 3.603
H -1.012 0.690 4.597
H 1.279 -0.686 3.742
H 0.122 -1.216 4.940
H 2.693 0.318 5.530
H 2.398 -1.370 5.838
H 2.137 0.320 7.806
H 0.940 -0.932 7.653
H 0.265 1.692 7.936
H -0.765 0.557 7.103
H 1.322 2.295 5.723
H -0.394 2.661 5.813
H 1.641 2.916 1.651
H 2.777 0.817 1.905
H 3.077 1.086 3.608
H 4.182 2.778 1.325
H 5.091 1.595 2.249
H 4.901 4.331 2.866
H 5.491 3.097 3.948
H 3.652 4.588 4.876
H 3.383 2.872 5.056
H 2.190 4.713 2.938
H 1.344 4.026 4.293
H -0.918 3.185 1.650
H -2.646 1.374 3.397
H -2.314 1.237 1.688
H -4.545 2.244 2.035
H -3.480 3.437 1.311
H -4.807 3.468 3.969
H -4.163 4.805 3.049
H -2.702 2.995 5.009
H -2.852 4.739 5.030
H -0.608 4.138 4.310
H -1.447 4.933 3.015
O -0.033 -2.324 0.188
S -0.673 -3.611 -0.489
C 0.789 -4.631 -0.811
C 0.547 -5.938 -0.058
C -0.052 -5.530 1.286
C -1.192 -4.569 0.958
H 1.625 -4.066 -0.388
H 0.906 -4.736 -1.888
H 1.481 -6.486 0.054
H -0.145 -6.576 -0.612
H 0.699 -5.026 1.896
H -0.426 -6.387 1.844
H -1.431 -3.844 1.736
H -2.105 -5.081 0.651
*
```

Computed properties:
* energy relative to the best compared isomer or geometry (same formula, charge and spin): 0.000 eV
* frontier orbital gap: 6.59 eV
* electronic energy: -84092.1648 eV
* LUMO: -0.35990 Eh

Here are the Mulliken charges for atoms 1 to 2, given in e: 1.74 -0.65

=====

3.
A molecular structure, C18H24BClF4IN3OPtS, computed with ωB97M-V/def2-TZVPD.

Structure (ORCA input):
```
! RIJCOSX wB97M-V def2-TZVPD def2/J DEFGRID3
* xyz 0 1
Pt -0.343 -0.251 -1.230
Cl -1.954 0.294 -7.809
C -1.877 0.500 -6.085
C -2.608 1.489 -5.484
C -2.568 1.687 -4.095
I -3.692 3.182 -3.203
C -1.776 0.892 -3.285
O -1.695 1.010 -1.987
C -1.021 -0.128 -3.927
N -0.238 -0.895 -3.094
C 0.495 -1.865 -3.596
C 0.504 -2.148 -4.970
C -0.260 -1.403 -5.823
C -1.053 -0.351 -5.316
H -3.230 2.132 -6.091
H 1.092 -2.442 -2.905
H 1.121 -2.957 -5.333
H -0.268 -1.606 -6.885
C -2.521 -1.842 2.406
C -2.070 -1.361 3.786
C -0.592 -0.982 3.889
C 0.361 -2.103 3.487
N 0.523 -2.237 2.038
C 1.271 -1.466 1.263
S 1.227 -1.789 -0.459
N 2.101 -0.583 1.795
C 3.064 0.252 1.066
C 2.557 1.648 0.737
C 2.237 2.508 1.958
C 3.429 2.743 2.882
H -3.605 -1.790 2.319
H -2.235 -2.883 2.223
H -2.115 -1.216 1.612
H -2.286 -2.138 4.526
H -2.653 -0.482 4.062
H -0.375 -0.698 4.922
H -0.402 -0.102 3.273
H -0.004 -3.065 3.849
H 1.356 -1.966 3.918
H -0.141 -2.806 1.537
H 1.940 -0.329 2.759
H 3.332 -0.285 0.160
H 3.951 0.305 1.700
H 1.669 1.564 0.110
H 3.331 2.134 0.135
H 1.407 2.067 2.516
H 1.861 3.469 1.603
H 3.776 1.823 3.360
H 3.167 3.437 3.681
H 4.274 3.168 2.335
F -2.978 1.109 0.801
B -1.768 1.641 1.154
F -1.476 2.852 0.599
F -1.547 1.604 2.520
F -0.696 0.659 0.593
*
```

Computed properties:
* energy relative to the best compared isomer or geometry (same formula, charge and spin): 0.083 eV
* frontier orbital gap: 7.05 eV
* electronic energy: -71832.9448 eV
* LUMO: -0.02402 Eh

Here are the Mulliken charges for atoms 1 to 2, given in e: 0.85 -0.26

=====

4.
C6H7FO in the gas phase, computed with ωB97M-V/def2-TZVPD.

Structure (ORCA input):
```
! RIJCOSX wB97M-V def2-TZVPD def2/J DEFGRID3
* xyz 0 1
C -0.988 -0.834 -0.547
C -0.999 -0.799 -1.862
C -0.010 -0.235 0.409
C -0.168 -0.333 1.751
C 1.139 0.498 -0.159
C 1.116 1.950 -0.246
H -1.736 -1.383 -2.431
H -0.345 -0.072 -2.373
H 0.576 0.175 2.339
H -0.996 -0.832 2.206
H 1.702 -0.033 -0.928
H 1.653 2.480 -1.017
H 0.252 2.476 0.128
O 1.958 1.264 0.680
F -1.923 -1.601 0.063
*
```

Computed properties:
* energy relative to the best compared isomer or geometry (same formula, charge and spin): 2.111 eV
* frontier orbital gap: 9.95 eV
* electronic energy: -11097.9195 eV
* LUMO: 0.02461 Eh

Here are the natural (NBO) charges for atoms 1 to 2, given in e: 0.39 -0.48